Entry from the OMol25 dataset: 2 unconnected molecules or ions with the total composition C2H4INO2 in a non-equilibrium geometry (the ωB97M-V functional and the def2-TZVPD basis).

Computed properties:
Frontier orbital gap, eV: 9.632
SMILES: C=CI.O=NO
Maximum force, eV Å⁻¹: 4.1
E_HOMO, eV: -9.66
Charge: 0

```
10
C2H4INO2, DFT the ωB97M-V functional and the def2-TZVPD basis
C -2.614 0.416 0.152
C -1.447 0.031 -0.223
I 0.280 1.341 -0.145
H -3.431 -0.410 0.174
H -2.970 1.339 0.496
H -1.172 -0.887 -0.566
O 2.783 -1.885 -0.460
N 2.604 -0.998 0.318
O 3.203 0.134 -0.066
H 2.763 0.920 0.321
```

Atomic partial charges in e from the Löwdin method, atoms 1 to 6:
1. C -0.1329
2. C -0.5989
3. I 0.8699
4. H 0.1048
5. H 0.0348
6. H -0.0087